An isolated molecule of C21H22N2O2, computed with ωB97M-V with the def2-TZVPD basis set.

- F_max (hartree/bohr) = 0.0668
- SMILES string = COCc1ccc(N)cc1C(=O)N[C@H](C)c1cccc2ccccc12
- energy (Eh) = -1073.425792
- molecular weight (g mol⁻¹) = 334.419
- spin multiplicity = 1
- orbital gap (Ha) = 0.304
- HOMO level (eV) = -8.06

CARTESIAN COORDINATES (ANGSTROEM)
C: -2.385 -1.351 -1.002
O: -1.322 -1.688 -0.085
C: -0.020 -1.649 -0.658
C: 0.987 -2.194 0.393
C: 1.412 -3.527 0.189
C: 2.249 -4.186 1.098
C: 2.717 -3.537 2.231
N: 3.529 -4.197 3.119
C: 2.330 -2.200 2.429
C: 1.468 -1.456 1.530
C: 1.110 -0.047 1.819
O: 1.894 0.659 2.460
N: -0.084 0.514 1.404
C: -0.429 1.906 1.365
C: -1.192 2.269 2.640
C: -1.169 2.175 0.060
C: -2.572 2.378 -0.007
C: -3.219 2.578 -1.222
C: -2.572 2.596 -2.417
C: -1.194 2.340 -2.389
C: -0.486 2.304 -3.602
C: 0.873 2.011 -3.678
C: 1.570 1.768 -2.532
C: 0.890 1.824 -1.293
C: -0.489 2.129 -1.187
H: -2.603 -0.296 -0.967
H: -2.178 -1.591 -2.057
H: -3.299 -1.933 -0.743
H: 0.023 -2.233 -1.564
H: 0.275 -0.632 -0.968
H: 1.097 -4.102 -0.672
H: 2.563 -5.234 0.953
H: 3.944 -3.652 3.875
H: 4.033 -5.023 2.816
H: 2.724 -1.697 3.293
H: -0.664 -0.096 0.846
H: 0.468 2.519 1.428
H: -1.613 3.290 2.592
H: -0.521 2.259 3.519
H: -2.036 1.583 2.772
H: -3.149 2.383 0.911
H: -4.289 2.722 -1.269
H: -3.071 2.768 -3.378
H: -1.034 2.503 -4.488
H: 1.371 1.979 -4.641
H: 2.628 1.495 -2.548
H: 1.438 1.570 -0.377

An isolated molecule of C21H22N2O3S, computed with ωB97M-V with the def2-TZVPD basis set.

- F_max (hartree/bohr) = 0.0230
- SMILES string = Cc1cc(C)c2nc(NC(=O)c3ccc(OC[C@H]4CCCO4)cc3)sc2c1
- energy (Eh) = -1546.884660
- molecular weight (g mol⁻¹) = 382.485
- spin multiplicity = 1
- orbital gap (Ha) = 0.317
- HOMO level (eV) = -8.16

CARTESIAN COORDINATES (ANGSTROEM)
C: -5.843 -2.341 0.380
C: -4.882 -1.428 1.080
C: -5.081 -1.122 2.430
C: -4.238 -0.290 3.140
C: -4.462 0.047 4.578
C: -3.146 0.257 2.458
N: -2.211 1.094 2.999
C: -1.314 1.431 2.150
N: -0.330 2.324 2.465
C: 0.791 2.724 1.761
O: 1.335 3.766 2.053
C: 1.288 1.799 0.718
C: 1.468 0.447 0.991
C: 1.995 -0.403 0.037
C: 2.346 0.091 -1.217
O: 2.844 -0.651 -2.232
C: 3.043 -2.034 -2.038
C: 3.656 -2.645 -3.309
C: 2.966 -2.167 -4.595
C: 3.883 -1.038 -5.059
C: 5.247 -1.552 -4.605
O: 5.021 -2.279 -3.410
C: 2.185 1.455 -1.483
C: 1.678 2.299 -0.523
S: -1.512 0.761 0.515
C: -2.944 -0.050 1.099
C: -3.800 -0.887 0.407
H: -6.855 -1.942 0.439
H: -5.845 -3.322 0.852
H: -5.576 -2.459 -0.667
H: -5.932 -1.556 2.935
H: -4.810 1.076 4.667
H: -3.527 -0.029 5.129
H: -5.203 -0.613 5.022
H: -0.531 2.880 3.291
H: 1.206 0.054 1.963
H: 2.128 -1.445 0.281
H: 2.086 -2.531 -1.823
H: 3.738 -2.210 -1.207
H: 3.598 -3.737 -3.196
H: 2.947 -2.972 -5.330
H: 1.949 -1.832 -4.405
H: 3.635 -0.119 -4.532
H: 3.841 -0.867 -6.133
H: 5.682 -2.224 -5.360
H: 5.962 -0.756 -4.387
H: 2.473 1.826 -2.454
H: 1.564 3.353 -0.724
H: -3.625 -1.107 -0.634

An isolated molecule of C21H22N2O6, computed with ωB97M-V with the def2-TZVPD basis set.

- F_max (hartree/bohr) = 0.0168
- SMILES string = O=C(O)COc1ccccc1/C=C1\C(=O)NC(=O)N(CCC2=CCCCC2)C1=O
- energy (Eh) = -1374.458134
- molecular weight (g mol⁻¹) = 398.415
- spin multiplicity = 1
- orbital gap (Ha) = 0.288
- HOMO level (eV) = -9.03

CARTESIAN COORDINATES (ANGSTROEM)
O: 3.984 -2.097 -4.918
C: 3.326 -1.620 -4.036
O: 2.445 -0.663 -4.232
C: 3.510 -2.098 -2.579
O: 2.409 -1.858 -1.734
C: 1.262 -2.557 -1.925
C: 1.067 -3.458 -2.968
C: -0.103 -4.188 -3.056
C: -1.088 -4.060 -2.087
C: -0.899 -3.185 -1.041
C: 0.249 -2.387 -0.956
C: 0.352 -1.482 0.157
C: 0.821 -0.208 0.227
C: 1.182 0.604 -0.930
O: 1.074 0.268 -2.096
N: 1.638 1.864 -0.628
C: 1.625 2.501 0.602
O: 1.975 3.648 0.711
N: 1.189 1.735 1.656
C: 1.008 2.422 2.931
C: -0.289 3.245 2.907
C: -1.445 2.403 2.420
C: -1.966 1.445 3.174
C: -3.029 0.497 2.718
C: -3.178 0.519 1.200
C: -3.244 1.964 0.722
C: -1.922 2.667 1.017
C: 0.839 0.397 1.578
O: 0.574 -0.239 2.573
H: 1.958 -0.367 -3.427
H: 4.334 -1.522 -2.147
H: 3.797 -3.156 -2.589
H: 1.821 -3.585 -3.729
H: -0.239 -4.868 -3.882
H: -1.993 -4.643 -2.151
H: -1.660 -3.070 -0.284
H: -0.035 -1.865 1.099
H: 1.908 2.451 -1.411
H: 1.869 3.070 3.100
H: 0.958 1.648 3.697
H: -0.148 4.105 2.251
H: -0.475 3.608 3.918
H: -1.609 1.300 4.184
H: -2.776 -0.510 3.061
H: -3.981 0.768 3.189
H: -4.076 -0.025 0.901
H: -2.316 0.027 0.741
H: -3.455 2.005 -0.349
H: -4.053 2.477 1.246
H: -1.163 2.327 0.303
H: -2.032 3.745 0.871

An isolated molecule of C21H22N4O, computed with ωB97M-V with the def2-TZVPD basis set.

- F_max (hartree/bohr) = 0.0139
- SMILES string = Cc1nc2ccc(NC(=O)N3CC[C@@H](c4ccccc4)C3)cc2nc1C
- energy (Eh) = -1107.760638
- molecular weight (g mol⁻¹) = 346.434
- spin multiplicity = 1
- orbital gap (Ha) = 0.308
- HOMO level (eV) = -8.09

CARTESIAN COORDINATES (ANGSTROEM)
C: 7.508 0.520 -0.978
C: 6.092 0.352 -0.530
N: 5.264 -0.229 -1.360
C: 3.982 -0.392 -0.977
C: 3.052 -1.013 -1.832
C: 1.754 -1.177 -1.443
C: 1.320 -0.730 -0.174
N: 0.006 -0.878 0.256
C: -1.057 -1.476 -0.393
O: -1.003 -1.960 -1.507
N: -2.208 -1.494 0.333
C: -2.469 -0.822 1.592
C: -3.953 -1.083 1.854
C: -4.549 -1.238 0.444
C: -4.879 0.112 -0.145
C: -3.965 0.856 -0.879
C: -4.304 2.110 -1.360
C: -5.558 2.639 -1.113
C: -6.477 1.905 -0.382
C: -6.137 0.653 0.097
C: -3.432 -1.991 -0.275
C: 2.213 -0.119 0.681
C: 3.550 0.060 0.299
N: 4.420 0.659 1.143
C: 5.659 0.806 0.751
C: 6.604 1.470 1.699
H: 7.618 0.107 -1.976
H: 8.186 0.006 -0.299
H: 7.780 1.575 -0.992
H: 3.392 -1.352 -2.798
H: 1.037 -1.652 -2.092
H: -0.163 -0.522 1.184
H: -1.848 -1.226 2.398
H: -2.283 0.258 1.503
H: -4.417 -0.275 2.416
H: -4.076 -2.014 2.408
H: -5.462 -1.837 0.477
H: -2.982 0.465 -1.093
H: -3.582 2.673 -1.933
H: -5.820 3.617 -1.490
H: -7.460 2.307 -0.186
H: -6.859 0.084 0.666
H: -3.408 -1.824 -1.352
H: -3.519 -3.070 -0.099
H: 1.909 0.234 1.656
H: 6.072 1.734 2.608
H: 7.428 0.801 1.944
H: 7.022 2.370 1.250

A cluster of 3 separate species, C21H22N4O4 in total, computed with ωB97M-V with the def2-TZVPD basis set.

- F_max (hartree/bohr) = 0.2967
- energy (Eh) = -1332.766921
- molecular weight (g mol⁻¹) = 394.431
- spin multiplicity = 1
- orbital gap (Ha) = 0.305
- HOMO level (eV) = -7.84

CARTESIAN COORDINATES (ANGSTROEM)
C: 3.586 6.707 -0.321
H: 3.223 7.713 -0.340
O: 2.622 5.899 0.293
C: 2.695 4.701 0.408
C: 3.582 4.084 -0.281
C: 3.724 2.646 0.028
C: 2.739 2.022 0.886
C: 1.797 2.730 1.192
C: 1.807 4.118 1.116
O: 0.786 4.893 1.782
C: 0.041 4.219 2.576
H: 0.425 3.805 3.334
H: -0.895 5.272 2.906
H: -0.738 3.554 2.033
H: 1.020 2.217 1.769
C: 2.707 0.493 1.013
O: 1.772 0.014 1.774
N: 3.478 -0.270 0.205
H: 3.967 -0.026 -0.782
C: 3.575 -1.792 0.327
C: 2.417 -2.352 -0.685
O: 2.776 -3.087 -1.454
N: 1.266 -2.235 -0.057
N: 0.133 -2.633 -0.502
C: -0.966 -2.325 -0.412
C: -2.348 -2.807 -0.741
C: -2.594 -3.396 -1.806
N: -3.669 -3.864 -2.176
C: -4.480 -3.082 -1.005
C: -5.939 -3.110 -0.894
C: -6.314 -2.453 0.038
C: -5.535 -1.669 0.900
C: -4.151 -1.833 0.854
C: -3.715 -2.377 -0.221
H: -3.536 -1.212 1.573
H: -5.832 -1.375 1.825
H: -7.476 -2.313 0.105
H: -6.523 -3.676 -1.405
C: -4.236 -4.527 -3.189
H: -4.680 -5.386 -2.752
H: -5.033 -3.943 -3.661
H: -3.293 -4.888 -3.571
H: -1.636 -3.803 -2.421
H: -1.204 -1.553 0.834
H: 1.228 -1.501 0.689
H: 4.322 -2.187 -0.157
H: 3.249 -2.011 1.329
H: 4.356 2.006 -0.472
H: 4.561 4.371 -0.876
H: 3.732 6.505 -1.394
H: 4.642 6.598 -0.061